Below is a structure of composition C31H35MnN7O5PS5, with properties calculated with ωB97M-V/def2-TZVPD.

The geometry in XYZ format:
```
85
C31H35MnN7O5PS5 (ωB97M-V/def2-TZVPD)
Mn 0.16 0.63 0.13
S 0.00 0.80 3.60
S -2.18 0.52 -0.12
S -0.49 7.22 -0.08
S 0.70 -1.75 0.21
S -2.38 -3.26 0.17
P -0.53 -3.22 -0.42
O -0.52 -3.38 -2.02
O 0.18 0.72 -1.84
O 0.26 -4.59 -0.05
O -1.33 1.33 3.41
O 0.83 1.40 4.61
N 2.25 0.70 0.58
N -2.49 7.73 -4.15
N -0.63 -4.95 4.91
N 0.70 0.87 2.15
N -0.99 0.87 -2.48
N 2.87 0.10 2.82
N -0.02 2.70 0.09
C -1.05 8.53 -2.41
C -1.25 7.37 -1.67
C 0.60 -2.87 5.13
C -1.70 8.66 -3.63
C -2.17 0.77 -1.79
C -2.67 6.62 -3.43
C -3.35 0.89 -2.58
C 1.99 0.56 1.92
C 4.06 -0.24 2.34
C -0.94 4.71 0.97
C 0.64 3.42 -0.83
C 4.41 -0.16 1.00
C 0.34 -5.02 1.32
C -0.78 3.33 0.98
C -0.17 -0.91 3.99
C 1.89 -3.93 -2.39
C -2.09 6.39 -2.20
C -0.46 -3.60 4.59
C 0.59 -3.38 -2.95
C -0.28 5.45 0.00
C 0.54 4.79 -0.91
C 3.43 0.31 0.14
C -3.30 1.10 -3.92
C 0.74 -1.52 4.83
C -1.22 -1.63 3.42
C 1.75 -4.80 1.84
C -0.93 1.08 -3.81
C -2.06 1.21 -4.57
C -0.08 -6.48 1.35
C -1.37 -2.97 3.74
C 0.75 -1.98 -3.52
H 4.77 -0.61 3.07
H -1.09 -6.58 0.96
H 1.31 -3.36 5.78
H 1.76 -4.94 -2.01
H -1.97 1.38 -5.63
H -0.21 -1.65 -3.94
H -0.40 9.31 -2.04
H 1.24 2.85 -1.52
H 2.62 -3.95 -3.21
H 0.08 1.12 -4.19
H 5.38 -0.47 0.64
H 0.23 -5.42 5.16
H 0.24 -4.05 -3.74
H -2.17 -3.53 3.28
H 1.08 5.34 -1.67
H 3.58 0.36 -0.93
H -0.04 -6.86 2.37
H -1.14 -5.47 4.22
H 2.27 -3.30 -1.59
H 1.55 -0.94 5.24
H 0.60 -7.07 0.73
H -2.28 5.47 -1.67
H -1.90 -1.16 2.73
H 2.00 -3.74 1.81
H -1.58 5.19 1.69
H -4.22 1.18 -4.49
H 2.46 -5.35 1.22
H -1.28 2.71 1.71
H 1.05 -1.28 -2.75
H 1.49 -1.99 -4.32
H -0.37 -4.43 1.91
H 1.83 -5.15 2.87
H -3.31 5.87 -3.87
H -1.56 9.56 -4.22
H -4.29 0.79 -2.05
```

2S+1 ... 2
Energy above the lowest of the compared OMol25 structures with the same formula, charge and spin ... 0.0000 eV
Molar mass ... 831.91 g/mol
Total charge ... -1
Gap between HOMO and LUMO (alpha / beta) ... 6.62 / 6.35 eV
DFT total energy ... -148174.251 eV
Max |F| ... 0.007 Eh/bohr

***

Below is a cluster of 2 separate species, C4H7ClFNO in total at a distorted geometry, with properties calculated with ωB97M-V/def2-TZVPD.

The geometry in XYZ format:
```
15
C4H7ClFNO (ωB97M-V/def2-TZVPD)
Cl -3.75 1.26 0.00
F -0.63 1.61 1.86
O -2.48 -1.03 0.11
N -0.45 1.00 0.59
C 1.46 -0.26 0.01
C -2.65 0.15 0.18
C 0.13 -0.22 0.92
C 1.16 -0.09 -1.45
H 2.06 -1.21 0.16
H 0.39 -0.40 1.97
H -0.47 -1.09 0.69
H 1.15 -1.16 -1.85
H 1.87 0.62 -1.92
H 2.08 0.55 0.30
H 0.13 0.28 -1.57
```

Energy above the lowest of the compared OMol25 structures with the same formula, charge and spin ... 4.9616 eV
Molar mass ... 139.56 g/mol
Gap between HOMO and LUMO (alpha / beta) ... 8.11 / 9.04 eV
DFT total energy ... -23033.368 eV
Max |F| ... 0.123 Eh/bohr

***

Below is a structure of composition C13H15F7N4O3P2S, with properties calculated with ωB97M-V/def2-TZVPD.

The geometry in XYZ format:
```
45
C13H15F7N4O3P2S (ωB97M-V/def2-TZVPD)
S 0.30 -2.07 -4.39
P -0.31 2.19 0.49
P 1.83 -2.92 -0.24
F -3.04 0.32 -3.98
F -3.22 2.29 -4.89
F -2.69 3.52 -2.62
F -0.74 1.75 -4.16
F -4.61 1.67 -3.35
F -2.87 1.65 -1.48
F -0.20 3.09 -2.60
O -1.51 3.04 -0.10
O 1.02 -4.15 -0.28
O -1.04 1.50 1.72
N 0.97 3.00 0.78
N 1.78 -0.41 4.40
N -0.25 -0.62 -4.09
N 0.87 -2.51 -2.97
C -2.45 2.20 -2.64
C -0.30 0.79 -2.04
C 1.04 -0.31 1.40
C 1.77 -1.82 4.00
C 0.62 -1.48 -2.14
C -0.01 -0.40 -2.78
C -3.35 1.60 -3.76
C 0.01 -1.04 2.29
C 0.99 -1.42 -0.79
C 0.01 0.80 -0.68
C 0.56 -2.18 3.13
C 0.68 -0.32 -0.06
C -0.90 1.95 -2.84
H -1.15 3.90 -0.36
H 2.37 -2.62 1.01
H -0.25 -2.50 3.78
H -1.79 0.94 1.47
H 1.23 3.04 1.76
H 2.96 -2.91 -1.07
H 2.03 -0.74 1.51
H -0.41 -0.32 2.98
H 2.69 -2.11 3.50
H 1.13 0.71 1.74
H 2.07 -0.32 5.36
H 1.72 -2.42 4.90
H 2.46 0.12 3.86
H 0.79 -3.05 2.51
H -0.80 -1.42 1.69
```

Energy above the lowest of the compared OMol25 structures with the same formula, charge and spin ... 0.0000 eV
Molar mass ... 502.29 g/mol
Gap between HOMO and LUMO ... 8.03 eV
DFT total energy ... -74263.698 eV
Max |F| ... 0.015 Eh/bohr

***

Below is a cluster of 2 separate species, C3H5F2NO3 in total at a distorted geometry, with properties calculated with ωB97M-V/def2-TZVPD.

The geometry in XYZ format:
```
14
C3H5F2NO3 (ωB97M-V/def2-TZVPD)
F 1.80 1.06 -1.34
F 2.20 1.56 0.78
O 1.62 -1.46 -0.88
O 1.86 -1.12 1.34
O -0.98 -1.32 -0.20
N 1.81 -0.63 0.22
C -1.68 0.94 0.15
C 1.96 0.61 -0.11
C -1.87 -0.53 -0.02
H -2.92 -0.88 0.05
H -1.14 1.34 -0.70
H 1.02 -2.17 -0.59
H -2.63 1.46 0.26
H -1.06 1.12 1.04
```

SMILES ... [O-][N+](O)=C(F)F.CC=O
Energy above the lowest of the compared OMol25 structures with the same formula, charge and spin ... 1.0748 eV
Molar mass ... 141.07 g/mol
Gap between HOMO and LUMO ... 9.74 eV
DFT total energy ... -16254.878 eV
Max |F| ... 0.023 Eh/bohr